ORCA calculation (ωB97M-V with the def2-TZVPD basis set) on a cluster of 2 separate species, C3H9N3O in total in a non-equilibrium geometry.

Each line ends with the natural charge from an NBO analysis.
Atoms and positions in Å:
C -2.18699 -1.79741 0.21745  0.03
C 1.44875 -1.47986 -0.65476  -0.43
C 0.17366 2.24423 0.67460  -0.48
N 1.23188 -0.06046 -0.55774  -0.43
N -0.59230 1.19475 0.03117  -0.28
N -0.02703 0.20066 -0.43500  0.03
O -2.62275 -0.55929 0.11645  -0.72
H -3.09729 -2.36979 0.58197  0.13
H 2.05536 -1.64445 -1.55865  0.19
H 1.93165 -1.78103 0.29636  0.20
H 0.45834 -2.02658 -0.91155  0.25
H 1.08206 1.74184 1.08812  0.18
H 0.53167 3.01891 0.01866  0.21
H -0.46477 2.63198 1.47783  0.22
H 2.06005 0.51215 -0.57119  0.38
H -1.98229 0.17434 0.18629  0.51

Output
F_max = 2.5 eV/A
Gap between HOMO and LUMO (spin up / spin down) = 6.992 / 9.410 eV
M = 103.1 g/mol
Total charge = 0
Spin multiplicity = 3
Energy above the lowest of the compared OMol25 structures with the same formula, charge and spin = 2.3466 eV

ORCA calculation (ωB97M-V with the def2-TZVPD basis set) on a structure of composition C15H27FN5O3PtSi in a non-equilibrium geometry.

Each line ends with the natural charge from an NBO analysis.
Atoms and positions in Å:
Pt -0.43962 0.20496 0.91504  0.75
N 1.57513 -0.29645 1.00643  -0.82
C 2.21489 -1.46742 0.40526  -0.16
C 3.51811 -1.78764 1.17011  -0.40
C 4.46624 -2.85291 0.61580  -0.41
C 4.82112 -2.66365 -0.85745  -0.23
N 3.64405 -3.02643 -1.61379  -0.62
C 3.24788 -2.42721 -2.69579  0.66
N 4.04209 -1.62757 -3.44416  -0.81
N 1.97010 -2.61004 -3.09394  -0.80
C 1.25182 -2.68696 0.30407  0.77
O 1.63650 -3.65698 -0.48054  -0.77
O 0.22448 -2.70549 0.94447  -0.61
H 1.80558 0.60859 0.57059  0.45
H 1.79204 -0.19195 1.99287  0.39
H 2.47499 -1.16076 -0.61180  0.19
H 3.24341 -2.06118 2.19370  0.22
H 4.06890 -0.84331 1.23959  0.20
H 4.03771 -3.84986 0.73300  0.22
H 5.38898 -2.83351 1.20080  0.21
H 5.67294 -3.29782 -1.12255  0.19
H 5.11163 -1.61967 -1.03920  0.17
H 2.71629 -3.42327 -0.90330  0.45
H 5.00786 -1.51537 -3.20425  0.41
H 3.67766 -1.09853 -4.21321  0.40
H 1.33176 -3.01686 -2.42336  0.45
H 1.59387 -2.08948 -3.86349  0.39
C -0.35976 4.21595 0.39807  -1.10
Si -1.82115 3.02044 0.53123  1.91
C -2.67548 3.85119 2.02357  -1.14
C -2.62763 3.43728 -1.15000  -1.14
N -2.12791 1.28792 0.75397  -1.06
C -3.38074 0.77270 0.79187  0.13
C -4.60721 1.48963 0.67989  -0.25
C -5.85548 0.89089 0.72647  -0.23
C -6.00499 -0.47980 0.89045  -0.31
C -4.83738 -1.22829 1.00732  -0.27
C -3.61160 -0.61224 0.95756  0.32
F -2.52661 -1.42937 1.08340  -0.34
H -0.77718 5.22310 0.26595  0.18
H 0.27757 3.96993 -0.45074  0.22
H 0.25823 4.19112 1.29501  0.23
H -2.65497 4.93989 1.91267  0.21
H -2.06039 3.60092 2.89484  0.23
H -3.69520 3.54413 2.25110  0.22
H -2.60616 4.51819 -1.32080  0.21
H -3.64141 3.07818 -1.32113  0.22
H -1.98699 2.97467 -1.90900  0.22
H -4.58072 2.55838 0.55144  0.20
H -6.73060 1.52549 0.63169  0.19
H -6.97877 -0.94985 0.92865  0.19
H -4.85044 -2.30338 1.14084  0.21
O 0.36651 1.90971 0.71083  -1.13

Output
F_max = 1.0 eV/A
Gap between HOMO and LUMO = 4.733 eV
M = 567.6 g/mol
Total charge = -1
Energy above the lowest of the compared OMol25 structures with the same formula, charge and spin = 2.9531 eV

ORCA calculation (ωB97M-V with the def2-TZVPD basis set) on an isolated molecule of C5H9NO in a non-equilibrium geometry.

Each line ends with the natural charge from an NBO analysis.
Atoms and positions in Å:
C 1.09891 0.74747 0.30550  -0.51
C 0.75613 -0.70096 0.56917  -0.43
C -0.33529 -0.97534 -0.46770  0.11
O -0.99442 -2.19802 -0.29716  -0.70
C -1.31274 0.17578 -0.30733  -0.50
C -0.35341 1.31589 -0.09713  0.31
N -0.52930 2.56540 -0.18213  -0.57
H 0.43580 2.68716 0.09193  0.34
H 1.60104 1.21248 1.18386  0.23
H 1.85265 0.83900 -0.50589  0.22
H 0.30930 -0.77979 1.56777  0.21
H 1.58824 -1.40701 0.49784  0.21
H 0.11864 -0.89170 -1.47374  0.15
H -0.31893 -2.88445 -0.32579  0.47
H -1.91818 0.00209 0.59402  0.24
H -1.99843 0.29199 -1.15322  0.24

Output
F_max = 2.7 eV/A
Gap between HOMO and LUMO = 10.922 eV
Structure (SMILES) = [H]/N=C1\CC[C@@H](O)C1
M = 99.1 g/mol
Total charge = 0
Energy above the lowest of the compared OMol25 structures with the same formula, charge and spin = 1.7703 eV